No. 1
# C14H23BHgN6

A structure of composition C14H23BHgN6 in a non-equilibrium geometry (the ωB97M-V functional and the def2-TZVPD basis, the Open Molecules 2025 dataset).

ORCA input file:
```
! wB97M-V def2-TZVPD RIJCOSX def2/J DEFGRID3
* xyz 0 1
H 0.4733 3.7072 -0.0066
N -0.1245 2.0490 -1.2553
B -0.2462 0.3548 -3.1006
N 0.0078 1.8212 -2.6116
C 0.4755 2.9620 -3.1909
Hg 0.7556 0.7752 0.5687
H 0.6798 3.1388 -4.2346
C 0.7115 3.9038 -2.1875
H 1.1935 4.8620 -2.2508
C 0.3226 3.3112 -0.9963
H -0.1824 0.3299 -4.2840
C -2.1180 -2.7895 2.2624
H -1.6118 -3.2729 3.1373
H -1.2571 -2.3694 1.6401
H -2.5876 -3.5441 1.5873
N -1.6731 -0.0800 -2.6933
N 0.7095 -0.7824 -2.5417
N -2.0243 -0.3845 -1.3754
N 0.7788 -0.9821 -1.1912
C -2.7122 -0.2997 -3.5080
C 1.5108 -1.6953 -3.1730
H -2.6005 -0.1742 -4.5677
H 1.6514 -1.7585 -4.2563
C -3.8108 -0.7116 -2.7266
C 2.1356 -2.4601 -2.1926
C -3.3174 -0.7393 -1.4031
C 1.6563 -1.9941 -0.9773
H -4.7947 -0.9402 -3.0563
H 2.9050 -3.2092 -2.3290
H -3.8946 -1.0015 -0.5281
H 1.9800 -2.3163 0.0077
H -2.8226 -1.9673 2.5871
C 0.0015 0.9803 3.8999
C 1.5121 0.8159 3.7228
C 1.9729 -0.4612 4.4797
C 2.0174 0.8451 2.2855
H -0.5848 0.0841 3.6918
H -0.4637 1.7536 3.2953
H -0.1602 1.2460 4.9476
H 1.9545 1.6791 4.2732
H 1.4440 -1.3628 4.1289
H 3.0299 -0.6544 4.2670
H 1.8291 -0.3425 5.5699
H 2.6037 -0.0461 2.0737
H 2.6747 1.7200 2.2116
*
```

## Properties
relative energy (zero: lowest compared OMol25 entry of this formula, charge and spin) = 10.6 kcal/mol
Kohn-Sham gap = 0.31492 hartree
HOMO level = -0.2992 Ha
largest force on an atom = 1.97 eV/Å
E_tot = -28682.423 eV

---

No. 2
# C14H23BeN4SSe2

A structure of composition C14H23BeN4SSe2 (the ωB97M-V functional and the def2-TZVPD basis, the Open Molecules 2025 dataset).

ORCA input file:
```
! wB97M-V def2-TZVPD RIJCOSX def2/J DEFGRID3
* xyz 1 1
Be -0.1170 -0.1546 -0.7549
C -5.2701 -0.2955 1.5433
C -4.1435 -1.1875 2.0363
N -3.2808 -1.6603 0.9528
C -2.3093 -0.9350 0.4139
S -1.4145 -1.6536 -0.9316
N -2.0985 0.2956 0.8784
N -1.0553 0.8188 0.2083
C -0.7638 2.0699 0.1668
C -1.5116 3.1301 0.8896
C 0.3479 2.2940 -0.7927
C 0.9443 3.5085 -1.0695
C 1.9639 3.5528 -2.0123
C 2.3648 2.3920 -2.6506
C 1.7304 1.2064 -2.3231
N 0.7503 1.1590 -1.4226
H -5.8838 0.0264 2.3844
H -5.9118 -0.8273 0.8408
H -4.8719 0.5905 1.0511
H -4.5391 -2.0777 2.5241
H -3.5152 -0.6665 2.7573
H -3.4461 -2.5711 0.5590
H -1.6763 2.8238 1.9225
H -2.4970 3.2521 0.4332
H -0.9981 4.0873 0.8741
H 0.6201 4.4053 -0.5633
H 2.4397 4.4954 -2.2468
H 3.1487 2.3965 -3.3930
H 2.0066 0.2669 -2.7829
C 2.4857 0.9337 1.4632
Se 1.5229 -0.7332 1.1747
C 3.1078 -1.8978 1.0566
C 3.1210 -2.7943 -0.1654
Se 1.4701 -3.8268 -0.1532
C 1.3179 -4.1496 -2.0594
H 3.1280 0.8355 2.3344
H 1.7480 1.7045 1.6687
H 3.0730 1.2050 0.5879
H 3.0934 -2.4952 1.9675
H 3.9792 -1.2451 1.0985
H 3.9956 -3.4427 -0.1565
H 3.1318 -2.1929 -1.0758
H 2.0535 -4.8797 -2.3852
H 1.4393 -3.2201 -2.6132
H 0.3199 -4.5438 -2.2355
*
```

## Properties
Kohn-Sham gap = 0.24672 hartree
HOMO level = -0.3934 Ha
largest force on an atom = 0.62 eV/Å
E_tot = -162777.936 eV

---

No. 3
# C14H23BiClIO2P2

A structure of composition C14H23BiClIO2P2 in a non-equilibrium geometry (the ωB97M-V functional and the def2-TZVPD basis, the Open Molecules 2025 dataset).

ORCA input file:
```
! wB97M-V def2-TZVPD RIJCOSX def2/J DEFGRID3
* xyz 2 1
C -1.2346 -2.4412 -1.8858
C -0.0778 -1.6039 -1.5654
H -0.9486 -3.4718 -2.1685
H -1.8037 -1.9906 -2.7187
H -1.9192 -2.4942 -1.0227
O 1.1076 -1.8208 -1.5711
I 0.0424 3.5028 -0.1108
Bi -0.6358 0.7996 -0.9138
P -0.1607 1.4158 -3.4489
C 1.5470 1.8401 -3.8429
C -0.7243 0.1441 -4.5954
H -2.1530 2.7576 -3.1525
H -1.4105 2.9951 -4.7593
H -0.7040 3.7708 -3.2988
C -1.2009 2.8730 -3.6891
H -1.7650 -0.1402 -4.3765
H -0.6687 0.5253 -5.6265
H 1.6106 2.1989 -4.8822
H 2.2003 0.9627 -3.7369
H -0.0944 -0.7538 -4.5131
H 1.9213 2.6275 -3.1737
C 2.2788 0.7824 -0.6877
O 3.4073 0.8998 -0.6706
Cl -3.1735 0.5754 -1.2133
C -1.3966 -1.8994 1.8053
P -0.4483 -0.3337 1.7604
C -1.6765 0.9072 2.3470
C 0.7029 -0.5515 3.1677
C 0.1763 -0.6726 4.4656
C 1.0126 -0.9456 5.5470
C 2.3879 -1.0796 5.3558
C 2.9290 -0.9462 4.0714
C 2.0967 -0.6788 2.9830
H -2.2697 -1.8318 1.1446
H -1.7273 -2.1149 2.8321
H -0.7404 -2.7145 1.4681
H -2.0634 0.6340 3.3362
H -1.1811 1.8863 2.4026
H -2.5066 0.9792 1.6293
H -0.8955 -0.5672 4.6355
H 0.5804 -1.0689 6.5498
H 3.0391 -1.3029 6.2085
H 4.0089 -1.0704 3.9279
H 2.5309 -0.5830 1.9863
*
```

## Properties
relative energy (zero: lowest compared OMol25 entry of this formula, charge and spin) = 0.0 kcal/mol
Kohn-Sham gap (alpha / beta) = 0.20272 / 0.17698 hartree
HOMO level (alpha / beta) = -0.5440 / -0.5437 Ha
largest force on an atom = 4.05 eV/Å
E_tot = -64010.678 eV

---

No. 4
# C14H23CdN2OP

A structure of composition C14H23CdN2OP in a non-equilibrium geometry (the ωB97M-V functional and the def2-TZVPD basis, the Open Molecules 2025 dataset).

ORCA input file:
```
! wB97M-V def2-TZVPD RIJCOSX def2/J DEFGRID3
* xyz 0 1
C -2.8450 0.2020 -2.8005
C -2.6578 -1.0136 -2.1654
C -1.9055 -1.0831 -0.9600
C -1.4019 0.0995 -0.4664
C -1.5815 1.3274 -1.0682
C -2.3383 1.3815 -2.2605
C -1.6918 -2.4160 -0.2318
C -0.2538 -2.9552 -0.0502
N 0.8185 -1.9422 0.1701
Cd -0.1565 -0.0507 1.2820
C -0.8646 2.5678 -0.4782
P 0.7775 2.0475 0.1145
H -3.0601 -1.9490 -2.5690
H -2.4678 2.3582 -2.7387
H -3.3976 0.2460 -3.7497
H -1.3692 2.9426 0.4245
H -0.7368 3.3936 -1.1917
H -2.1195 -2.3761 0.7882
H -2.2397 -3.2096 -0.7639
H -0.2225 -3.6230 0.8196
C 1.4962 3.3383 1.2001
C 1.7770 2.0535 -1.4179
H 0.0106 -3.5789 -0.9188
C 1.3889 -1.4678 -1.1074
C 1.9139 -2.4784 1.0131
H -0.7322 1.3069 2.3252
H 1.8896 -2.2829 -1.6582
H 0.5996 -1.0471 -1.7390
H 2.1337 -0.6901 -0.8976
H 2.5199 -3.2280 0.4885
H 2.5765 -1.6588 1.3044
H 1.5011 -2.9514 1.9060
H 1.8301 3.0756 -1.8275
H 2.7868 1.6864 -1.1754
H 1.3307 1.3791 -2.1643
H 1.6773 4.2744 0.6475
H 0.8314 3.5292 2.0580
H 2.4548 2.9538 1.5911
H 1.3477 0.0311 3.5047
O -0.0897 0.0111 6.1020
C 0.1431 -0.0533 4.9413
N 0.3268 -0.1502 3.7192
*
```

## Properties
Kohn-Sham gap = 0.24293 hartree
HOMO level = -0.2344 Ha
largest force on an atom = 3.29 eV/Å
E_tot = -33768.357 eV

---

No. 5
# C14H23ClIO2P2W

A structure of composition C14H23ClIO2P2W in a non-equilibrium geometry (the ωB97M-V functional and the def2-TZVPD basis, the Open Molecules 2025 dataset).

ORCA input file:
```
! wB97M-V def2-TZVPD RIJCOSX def2/J DEFGRID3
* xyz 3 3
C -2.8042 1.5369 2.2706
C -2.6441 0.0667 2.5552
H -3.8517 1.7670 2.0528
H -2.1738 1.8248 1.4155
H -2.5157 2.1183 3.1568
O -3.5309 -0.7838 2.3446
I -0.8804 -1.6552 2.0447
W -0.0292 0.9733 -2.1262
P -1.7136 -0.5286 -2.2251
C -2.7028 -1.6603 -1.2295
C -2.4385 1.1457 -1.8260
H -1.9412 -0.2431 -4.6535
H -3.4113 -0.9549 -3.8964
H -1.9390 -1.9563 -4.1428
C -2.3127 -0.9502 -3.9019
H -1.7227 2.0064 -1.6562
H -3.1143 1.4295 -2.6384
H -3.6315 -1.8713 -1.7806
H -2.9473 -1.2597 -0.2366
H -3.0045 1.0267 -0.8955
H -2.1406 -2.5930 -1.1037
C -1.4445 -0.2073 3.4341
O -1.0577 0.2242 4.4811
Cl 0.2775 2.6135 -3.5998
C 2.1701 2.1151 -0.4874
P 1.2707 0.5097 -0.3314
C 1.7223 -0.4167 -1.9610
C 2.2823 -0.2919 0.9591
C 2.1315 0.1095 2.3033
C 2.9592 -0.4074 3.2901
C 3.9922 -1.2864 2.9481
C 4.1626 -1.6709 1.6131
C 3.2891 -1.2116 0.6283
H 1.7597 2.7532 -1.2854
H 3.2320 1.9021 -0.6636
H 2.0420 2.6138 0.4836
H 2.7384 -0.1421 -2.2511
H 1.6550 -1.4832 -1.7246
H 1.0657 -0.3106 -2.9153
H 1.3517 0.8238 2.5689
H 2.7985 -0.1232 4.3325
H 4.6630 -1.6685 3.7184
H 4.9870 -2.3277 1.3328
H 3.4013 -1.5564 -0.4018
*
```

## Properties
relative energy (zero: lowest compared OMol25 entry of this formula, charge and spin) = 13.1 kcal/mol
Kohn-Sham gap (alpha / beta) = 0.24902 / 0.15933 hartree
HOMO level (alpha / beta) = -0.6792 / -0.6707 Ha
largest force on an atom = 4.72 eV/Å
E_tot = -59977.169 eV

---

No. 6
# C14H23CrN5SbSe4

A structure of composition C14H23CrN5SbSe4 in a non-equilibrium geometry (the ωB97M-V functional and the def2-TZVPD basis, the Open Molecules 2025 dataset).

ORCA input file:
```
! wB97M-V def2-TZVPD RIJCOSX def2/J DEFGRID3
* xyz -2 4
Cr -1.8692 0.9323 -0.2231
Se -6.0976 -1.5829 -0.7167
Sb -4.3585 0.0949 -0.5691
Se -2.0064 -0.5059 -2.1852
Se -2.7075 -0.0708 1.8077
Se -5.1780 2.2745 -0.8604
N -1.4963 2.5910 -0.3502
C -0.6719 3.5830 -0.0041
C -0.3360 3.8592 1.3586
C 0.5502 4.8643 1.6924
C 1.1586 5.6609 0.7239
C 0.8378 5.4150 -0.6120
C -0.0441 4.4195 -0.9789
H -0.8045 3.2449 2.1203
H 0.7773 5.0314 2.7421
H 1.8486 6.4487 0.9988
H 1.2950 6.0199 -1.3906
H -0.2829 4.2400 -2.0201
C 2.8071 -0.1510 1.4434
C 2.5096 -0.3094 -0.0525
C 3.0064 -1.6693 -0.5342
C 3.2042 0.8072 -0.8337
N 1.0788 -0.2687 -0.3744
N 0.3024 0.6899 0.3049
H 3.8786 -0.2607 1.6301
H 2.2787 -0.9110 2.0253
H 2.5059 0.8323 1.8077
H 4.0967 -1.7178 -0.4981
H 2.6816 -1.8391 -1.5624
H 2.6039 -2.4725 0.0879
H 4.2885 0.7595 -0.7015
H 2.8665 1.7897 -0.4948
H 2.9622 0.7181 -1.8930
H 0.6294 -1.1726 -0.2703
H 0.5761 1.6220 0.0162
H 0.3439 0.6176 1.3206
C -3.3159 -4.1060 -1.4839
C -2.2505 -4.2314 -0.4602
N -1.7799 -3.2626 0.2816
C -0.7956 -3.8220 1.0537
C -0.6644 -5.1526 0.7859
N -1.6087 -5.4069 -0.1878
H -2.9689 -3.4629 -2.2977
H -4.2027 -3.6230 -1.0670
H -3.5994 -5.0843 -1.8847
H -0.2526 -3.2303 1.7747
H -0.0184 -5.9193 1.1772
H -1.7782 -6.2828 -0.6465
*
```

## Properties
relative energy (zero: lowest compared OMol25 entry of this formula, charge and spin) = 0.0 kcal/mol
Kohn-Sham gap (alpha / beta) = 0.18596 / 0.20319 hartree
HOMO level (alpha / beta) = -0.0292 / -0.0473 Ha
largest force on an atom = 1.56 eV/Å
E_tot = -318687.394 eV

---

Repeat the second record exactly.
# C14H23BeN4SSe2

A structure of composition C14H23BeN4SSe2 (the ωB97M-V functional and the def2-TZVPD basis, the Open Molecules 2025 dataset).

ORCA input file:
```
! wB97M-V def2-TZVPD RIJCOSX def2/J DEFGRID3
* xyz 1 1
Be -0.1170 -0.1546 -0.7549
C -5.2701 -0.2955 1.5433
C -4.1435 -1.1875 2.0363
N -3.2808 -1.6603 0.9528
C -2.3093 -0.9350 0.4139
S -1.4145 -1.6536 -0.9316
N -2.0985 0.2956 0.8784
N -1.0553 0.8188 0.2083
C -0.7638 2.0699 0.1668
C -1.5116 3.1301 0.8896
C 0.3479 2.2940 -0.7927
C 0.9443 3.5085 -1.0695
C 1.9639 3.5528 -2.0123
C 2.3648 2.3920 -2.6506
C 1.7304 1.2064 -2.3231
N 0.7503 1.1590 -1.4226
H -5.8838 0.0264 2.3844
H -5.9118 -0.8273 0.8408
H -4.8719 0.5905 1.0511
H -4.5391 -2.0777 2.5241
H -3.5152 -0.6665 2.7573
H -3.4461 -2.5711 0.5590
H -1.6763 2.8238 1.9225
H -2.4970 3.2521 0.4332
H -0.9981 4.0873 0.8741
H 0.6201 4.4053 -0.5633
H 2.4397 4.4954 -2.2468
H 3.1487 2.3965 -3.3930
H 2.0066 0.2669 -2.7829
C 2.4857 0.9337 1.4632
Se 1.5229 -0.7332 1.1747
C 3.1078 -1.8978 1.0566
C 3.1210 -2.7943 -0.1654
Se 1.4701 -3.8268 -0.1532
C 1.3179 -4.1496 -2.0594
H 3.1280 0.8355 2.3344
H 1.7480 1.7045 1.6687
H 3.0730 1.2050 0.5879
H 3.0934 -2.4952 1.9675
H 3.9792 -1.2451 1.0985
H 3.9956 -3.4427 -0.1565
H 3.1318 -2.1929 -1.0758
H 2.0535 -4.8797 -2.3852
H 1.4393 -3.2201 -2.6132
H 0.3199 -4.5438 -2.2355
*
```

## Properties
Kohn-Sham gap = 0.24672 hartree
HOMO level = -0.3934 Ha
largest force on an atom = 0.62 eV/Å
E_tot = -162777.936 eV

---

Q: Which of these has the highest E_tot?
A: C14H23BHgN6

---

Q: The lowest largest force on an atom belongs to which entry?
A: C14H23BeN4SSe2